An isolated molecule of C5H11NO3S in a non-equilibrium geometry, computed with wB97M-V/def2-TZVPD.

Each line ends with the natural charge from an NBO analysis.
Positions of all 21 atoms, in Å:
C  0.59379  0.28229  -0.52787  -0.4661
C  -0.12505  -1.08222  -0.55349  -0.4276
C  -1.14317  -1.16319  0.58339  -0.2319
C  -1.71686  1.14134  -0.10135  -0.2186
C  -0.23202  1.36452  0.19745  -0.4283
H  3.41423  -1.44293  -0.25049  0.5080
H  0.82429  0.62043  -1.52926  0.2468
H  0.59432  -1.88322  -0.52182  0.2321
H  -0.64936  -1.15138  -1.53038  0.2118
H  -1.64133  -2.13926  0.55253  0.2069
H  -0.62291  -1.11018  1.54894  0.2014
H  -2.99833  -0.45116  0.03738  0.3606
H  -2.31637  1.95851  0.27815  0.2041
H  -1.87485  1.16604  -1.18266  0.1617
H  -0.10578  1.29295  1.28470  0.2274
H  0.11367  2.36918  -0.10028  0.2404
N  -2.17452  -0.11292  0.51066  -0.6285
O  2.97017  -0.77618  -0.76557  -0.8874
O  2.09752  -0.56061  1.52506  -0.9434
O  2.80348  1.49389  0.25994  -0.9113
S  2.18909  0.18411  0.28498  2.3418

Atomic forces in eV per Å
C 0.0 0.0 0.5
C -0.5 0.7 -0.5
C -0.2 -0.2 0.0
C 0.2 -0.1 -0.1
C -0.2 0.2 0.1
H 0.4 -0.6 0.4
H 0.2 0.1 -0.3
H 0.2 -0.4 0.1
H 0.2 -0.1 0.5
H 0.1 0.2 0.1
H -0.1 0.0 -0.2
H 0.0 0.0 0.0
H 0.0 0.3 0.3
H 0.1 -0.1 -0.3
H 0.1 0.0 -0.1
H -0.2 -0.5 0.1
N 0.4 0.0 0.0
O -0.6 1.0 0.0
O 0.0 0.5 -0.8
O -0.6 -1.3 0.0
S 0.4 0.4 0.2

SMILES: O=S(=O)(O)C1CCNCC1
HOMO level: -8.96 eV
Kohn-Sham gap: 9.5591 eV
energy: -23830.910 eV

=====

A structure of composition C3H2LiMgO3 in a non-equilibrium geometry, computed with wB97M-V/def2-TZVPD.

Each line ends with the natural charge from an NBO analysis.
Positions of all 10 atoms, in Å:
H  0.63339  -2.62828  0.72897  -0.6543
O  0.02550  1.62047  -0.11805  -0.4558
C  1.00529  0.72751  -0.40979  0.9936
C  -1.20623  1.18995  0.01047  0.2824
O  2.12788  0.94905  0.08146  -0.8248
O  0.69103  -0.40607  -0.85099  -0.8610
C  -2.29983  0.76056  0.27769  -0.3168
Mg  2.86000  -0.90863  -0.21645  1.6662
H  -3.23846  0.36983  0.62808  0.2725
Li  -0.59857  -1.67439  -0.13140  0.8980

Atomic forces in eV per Å
H 1.1 0.5 -0.2
O 0.6 0.8 -0.4
C -1.6 -1.4 1.8
C -0.9 -0.9 0.3
O 1.6 0.4 -0.6
O 0.6 0.1 -1.0
C 0.7 0.0 0.0
Mg -2.4 -0.1 0.5
H 0.2 0.3 -0.3
Li 0.1 0.2 0.0

total charge: +1
HOMO level (alpha / beta): -12.56 / -12.56 eV
Kohn-Sham gap (alpha / beta): 5.8669 / 5.8667 eV
energy: -14926.387 eV